# 1
The following is a quantum chemistry calculation of a cluster of 2 separate species, C3H10S3 in total, from the Open Molecules 2025 dataset.

The total energy comes out at -1314.82267 Ha. As for the gap between HOMO and LUMO: 8.732 eV. The structure (SMILES) is CCS.CSS.

Structure (ORCA input):
```
! wB97M-V def2-TZVPD RIJCOSX def2/J DEFGRID3
* xyz 0 1
C 0.90 2.58 1.57
C -0.38 2.25 0.82
S -1.76 1.85 2.01
H 1.09 3.66 1.44
H 0.93 2.28 2.60
H 1.81 2.18 1.12
H -0.17 1.41 0.16
H -0.79 3.03 0.18
H -1.99 0.61 1.53
C 2.00 -1.31 -2.14
S 1.13 -2.26 -0.84
S -0.75 -1.42 -1.28
H 2.26 -0.37 -1.68
H 2.82 -1.93 -2.49
H 1.39 -1.27 -3.04
H -1.28 -1.68 -0.06
*
```

natural (NBO) population analysis, charges in e, atoms 1 to 5:
1. C -0.64
2. C -0.50
3. S -0.08
4. H 0.21
5. H 0.23


# 2
The following is a quantum chemistry calculation of a structure of composition C44H32GeN10O9Ti, from the Open Molecules 2025 dataset.

The total energy comes out at -5847.02697 Ha. As for the gap between HOMO and LUMO: 7.487 eV.

Structure (ORCA input):
```
! wB97M-V def2-TZVPD RIJCOSX def2/J DEFGRID3
* xyz 0 1
Ti 0.58 0.85 1.14
N -1.23 5.02 -2.08
C -0.36 4.43 -1.23
N -0.68 3.58 -0.33
C -1.98 3.15 -0.23
N -2.38 2.23 0.60
N -1.55 1.54 1.42
C -2.03 1.27 2.57
C -1.17 0.69 3.59
C -1.62 0.39 4.87
C -0.70 0.02 5.84
C 0.64 -0.06 5.50
C 1.01 0.20 4.19
N 0.13 0.55 3.26
C -3.00 3.84 -1.02
C -4.37 3.65 -0.81
C -5.29 4.42 -1.49
C -4.86 5.36 -2.42
C -3.52 5.55 -2.66
C -2.59 4.80 -1.94
H -0.90 5.67 -2.78
H 0.69 4.71 -1.34
H -3.03 1.58 2.86
H -2.67 0.48 5.11
H -1.02 -0.20 6.85
H 1.39 -0.31 6.24
H 2.04 0.12 3.86
H -4.68 2.91 -0.08
H -6.35 4.29 -1.30
H -5.59 5.97 -2.95
H -3.18 6.30 -3.37
O 3.99 2.39 -0.03
C 3.12 2.25 0.80
O 2.35 1.19 0.90
C 2.85 3.33 1.81
C 3.82 4.21 2.19
C 3.54 5.22 3.10
C 2.26 5.37 3.61
C 1.26 4.48 3.24
C 1.53 3.41 2.33
O 0.61 2.59 1.97
N -0.06 4.68 3.80
O -0.31 5.78 4.27
O -0.86 3.76 3.79
N 4.58 6.12 3.55
O 5.71 5.92 3.14
O 4.27 7.02 4.31
H 4.82 4.13 1.77
H 2.05 6.16 4.31
O 1.34 -1.03 1.72
C 0.24 -1.57 1.44
O -0.66 -0.84 0.94
C -0.07 -3.02 1.76
C -0.93 -3.67 0.67
Ge -0.08 -3.90 -1.15
C 1.45 -2.77 -1.65
C 2.62 -2.76 -0.90
C 3.71 -1.99 -1.29
C 3.65 -1.25 -2.47
C 2.51 -1.31 -3.26
C 1.42 -2.06 -2.85
C -1.48 -3.66 -2.50
C -2.14 -2.43 -2.58
C -3.11 -2.21 -3.54
C -3.45 -3.22 -4.43
C -2.80 -4.45 -4.36
C -1.81 -4.66 -3.41
C 0.68 -5.73 -1.18
C 1.38 -6.15 -2.30
C 1.94 -7.42 -2.36
C 1.81 -8.29 -1.29
C 1.13 -7.88 -0.15
C 0.57 -6.61 -0.10
H -0.63 -2.98 2.70
H 0.87 -3.56 1.92
H -1.83 -3.07 0.55
H -1.24 -4.67 0.99
H 2.70 -3.36 -0.01
H 4.60 -1.96 -0.69
H 4.49 -0.65 -2.78
H 2.47 -0.78 -4.20
H 0.54 -2.13 -3.48
H -1.88 -1.65 -1.87
H -3.61 -1.25 -3.60
H -4.21 -3.05 -5.18
H -3.06 -5.24 -5.06
H -1.30 -5.61 -3.36
H 1.50 -5.47 -3.14
H 2.48 -7.73 -3.25
H 2.24 -9.28 -1.33
H 1.03 -8.54 0.69
H 0.04 -6.30 0.79
N 0.07 0.94 -5.36
C -0.18 1.04 -4.23
N -0.54 1.21 -2.99
C -0.06 1.00 -1.87
N 0.28 0.93 -0.74
*
```

Mulliken population analysis, charges in e, atoms 1 to 5:
1. Ti -0.44
2. N 0.10
3. C -0.52
4. N -0.07
5. C 0.02


# 3
The following is a quantum chemistry calculation of a cluster of 2 separate species, C7H14F3NO3P in total, from the Open Molecules 2025 dataset.

The total energy comes out at -1196.65988 Ha. As for the gap between HOMO and LUMO: 8.424 eV.

Structure (ORCA input):
```
! wB97M-V def2-TZVPD RIJCOSX def2/J DEFGRID3
* xyz -1 1
C -2.12 1.66 -1.60
C -1.23 1.05 1.95
C 2.84 -2.28 0.65
C -1.00 1.73 -0.55
C -1.09 0.51 0.49
C 1.81 -2.31 -0.16
C 3.17 0.68 -0.21
N 1.77 -2.86 -1.43
O -0.28 -2.52 1.57
O -0.68 -2.27 -0.93
O 0.09 -0.23 0.44
F 2.93 1.27 1.00
F 4.50 0.64 -0.31
F 2.84 1.57 -1.21
P 0.09 -1.87 0.29
H -2.81 2.52 -1.63
H -2.56 0.68 -1.46
H -1.63 1.59 -2.67
H -0.27 1.35 2.37
H -1.94 1.89 2.11
H -1.37 0.33 2.71
H 2.58 -0.21 -0.36
H 2.76 -1.69 1.48
H 3.80 -2.68 0.20
H -1.05 2.54 0.07
H 0.02 1.56 -1.06
H -1.89 -0.08 0.25
H 2.54 -3.56 -1.50
H 0.82 -3.03 -1.62
*
```

natural (NBO) population analysis, charges in e, atoms 1 to 5:
1. C -0.62
2. C -0.65
3. C -0.54
4. C -0.42
5. C 0.13


# 4
The following is a quantum chemistry calculation of an isolated molecule of C24H28N2O5S, from the Open Molecules 2025 dataset.

The total energy comes out at -1815.25568 Ha. As for the gap between HOMO and LUMO: 8.933 eV. The structure (SMILES) is COc1ccccc1CNC(=O)CCS(=O)(=O)c1ccc2c(c1)C[C@H](C)N2C(=O)C1CC1.

Structure (ORCA input):
```
! wB97M-V def2-TZVPD RIJCOSX def2/J DEFGRID3
* xyz 0 1
C -1.46 -2.56 2.62
O -1.22 -2.15 1.29
C -2.19 -2.35 0.35
C -3.41 -2.97 0.60
C -4.33 -3.13 -0.42
C -4.05 -2.69 -1.69
C -2.83 -2.07 -1.95
C -1.90 -1.90 -0.94
C -0.59 -1.20 -1.21
N 0.53 -2.07 -0.91
C 1.74 -1.89 -1.48
O 1.96 -1.04 -2.32
C 2.81 -2.89 -1.02
C 4.15 -2.21 -0.90
S 4.19 -1.32 0.70
O 3.78 -2.24 1.72
O 5.49 -0.70 0.84
C 2.95 -0.04 0.56
C 1.79 -0.14 1.31
C 0.78 0.80 1.19
C 0.95 1.84 0.28
C 2.13 1.92 -0.48
C 3.13 0.99 -0.34
C 2.05 3.07 -1.44
C 0.74 3.76 -1.06
C 0.97 5.14 -0.43
N 0.09 2.88 -0.07
C -1.23 3.11 0.22
O -1.86 3.92 -0.43
C -1.83 2.38 1.38
C -3.31 2.49 1.56
C -2.72 1.20 1.11
H -0.56 -2.29 3.17
H -1.61 -3.64 2.68
H -2.33 -2.05 3.05
H -3.66 -3.32 1.59
H -5.28 -3.61 -0.20
H -4.77 -2.82 -2.49
H -2.60 -1.72 -2.94
H -0.50 -0.90 -2.25
H -0.53 -0.30 -0.58
H 0.44 -2.65 -0.09
H 2.85 -3.68 -1.78
H 2.55 -3.33 -0.06
H 4.30 -1.47 -1.69
H 4.98 -2.91 -0.87
H 1.70 -0.97 1.99
H -0.11 0.67 1.77
H 4.04 1.05 -0.92
H 2.90 3.74 -1.34
H 2.03 2.69 -2.46
H 0.06 3.87 -1.91
H 1.61 5.04 0.45
H 0.03 5.58 -0.14
H 1.46 5.79 -1.15
H -1.21 2.37 2.27
H -3.70 2.56 2.56
H -3.85 3.08 0.83
H -2.86 0.90 0.08
H -2.69 0.37 1.80
*
```

natural (NBO) population analysis, charges in e, atoms 1 to 5:
1. C -0.25
2. O -0.54
3. C 0.37
4. C -0.31
5. C -0.19


# 5
The following is a quantum chemistry calculation of a cluster of 11 separate species, C27H81N5O12 in total, from the Open Molecules 2025 dataset.

The total energy comes out at -2253.68676 Ha. As for the gap between HOMO and LUMO: 9.105 eV. The structure (SMILES) is COC[C@H](C)N.COC[C@H](C)N.COC[C@H](C)N.COC[C@H](C)N.COC[C@H](C)N.OCCO.CO.CO.CO.CO.CO.

Structure (ORCA input):
```
! wB97M-V def2-TZVPD RIJCOSX def2/J DEFGRID3
* xyz 0 1
C -3.07 3.07 -5.58
O -2.18 2.06 -5.04
C -2.64 1.67 -3.76
C -1.77 0.57 -3.25
C -1.61 -0.59 -4.29
N -2.27 -0.21 -2.11
H -2.86 3.18 -6.64
H -2.90 4.06 -5.17
H -4.14 2.91 -5.47
H -2.86 2.46 -3.03
H -3.68 1.36 -3.85
H -0.82 1.08 -3.10
H -0.82 -1.24 -3.93
H -1.23 -0.30 -5.27
H -2.51 -1.20 -4.39
H -1.57 -0.92 -2.04
H -2.31 0.30 -1.23
C -4.03 -2.42 6.12
O -3.57 -3.34 5.14
C -2.79 -2.79 4.04
C -2.48 -4.04 3.13
C -1.73 -3.57 1.91
N -3.69 -4.73 2.73
H -3.34 -1.59 6.22
H -4.03 -2.84 7.13
H -5.07 -2.15 5.94
H -3.30 -1.95 3.56
H -1.83 -2.45 4.42
H -1.91 -4.74 3.73
H -0.73 -3.20 2.12
H -2.22 -2.79 1.32
H -1.71 -4.43 1.25
H -4.30 -4.79 3.54
H -4.29 -4.20 2.11
C -0.12 3.83 -0.88
O 0.96 4.75 -1.15
C 2.17 4.41 -0.50
C 3.44 5.17 -1.00
C 3.22 6.68 -0.66
N 3.61 5.19 -2.45
H -0.75 4.28 -0.12
H 0.11 2.80 -0.59
H -0.80 3.69 -1.73
H 1.99 4.57 0.56
H 2.40 3.37 -0.71
H 4.36 4.79 -0.55
H 3.95 7.35 -1.13
H 3.19 6.92 0.41
H 2.28 7.10 -1.00
H 4.31 5.87 -2.72
H 2.80 5.64 -2.85
C 1.72 -1.10 3.91
O 1.84 0.32 3.82
C 3.16 0.74 3.53
C 3.17 2.29 3.55
C 2.09 2.91 2.71
N 4.49 2.83 3.25
H 0.69 -1.44 3.97
H 2.19 -1.46 4.82
H 2.20 -1.64 3.09
H 3.83 0.44 4.33
H 3.43 0.36 2.54
H 2.91 2.61 4.56
H 2.34 3.97 2.78
H 1.11 2.75 3.15
H 1.99 2.58 1.68
H 4.67 2.73 2.26
H 4.40 3.82 3.42
C -6.28 -4.38 0.71
O -5.38 -3.25 0.86
C -5.32 -2.44 -0.37
C -4.65 -3.06 -1.63
C -3.18 -3.51 -1.41
N -4.63 -2.18 -2.79
H -7.28 -4.01 0.47
H -6.32 -4.94 1.64
H -5.84 -5.03 -0.04
H -6.35 -2.16 -0.61
H -4.74 -1.53 -0.30
H -5.25 -3.91 -1.95
H -2.67 -4.08 -2.19
H -3.21 -4.19 -0.56
H -2.51 -2.71 -1.11
H -3.86 -1.55 -2.64
H -5.40 -1.53 -2.79
O 0.27 -1.94 -1.70
C 0.59 -1.45 -0.42
C 1.17 -0.02 -0.79
O 2.38 -0.07 -1.51
H 1.07 -1.84 -2.22
H -0.32 -1.41 0.18
H 1.35 -2.02 0.11
H 1.47 0.58 0.06
H 0.44 0.56 -1.35
H 2.59 0.81 -1.85
C -1.62 0.90 1.47
O -2.54 0.99 0.42
H -1.53 -0.16 1.71
H -0.64 1.30 1.21
H -1.99 1.43 2.35
H -3.46 0.92 0.69
C 3.00 -5.06 1.19
O 3.26 -4.92 2.58
H 3.93 -5.23 0.65
H 2.31 -5.89 1.04
H 2.54 -4.16 0.80
H 3.90 -4.21 2.64
C 5.00 1.78 -0.32
O 5.42 2.85 0.56
H 4.84 2.31 -1.26
H 5.79 1.07 -0.56
H 4.11 1.19 -0.09
H 6.23 2.62 1.04
C 4.69 -2.61 -1.26
O 4.37 -1.72 -0.25
H 3.76 -3.03 -1.63
H 5.02 -2.02 -2.12
H 5.42 -3.33 -0.89
H 3.61 -1.30 -0.66
C 1.98 2.61 -3.86
O 2.87 2.36 -2.81
H 1.67 1.65 -4.26
H 1.17 3.26 -3.52
H 2.52 3.05 -4.70
H 3.15 3.21 -2.48
*
```

Mulliken population analysis, charges in e, atoms 1 to 5:
1. C -0.86
2. O -0.35
3. C -1.32
4. C 1.97
5. C -1.77


# 6
The following is a quantum chemistry calculation of a cluster of 2 separate species, C2H4N4S in total, from the Open Molecules 2025 dataset.

The total energy comes out at -695.66025 Ha. As for the gap between HOMO and LUMO: 7.464 eV.

Structure (ORCA input):
```
! wB97M-V def2-TZVPD RIJCOSX def2/J DEFGRID3
* xyz 0 1
C -2.16 -0.73 -0.01
C 1.87 0.77 -0.38
N -2.18 0.21 0.93
N -1.01 -0.67 -0.65
N -1.09 0.91 0.80
N -0.42 0.45 -0.19
S 2.47 -0.23 0.82
H -3.09 -1.39 -0.27
H 1.60 0.42 -1.30
H 1.57 1.72 0.04
H 2.44 -1.45 0.21
*
```

natural (NBO) population analysis, charges in e, atoms 1 to 5:
1. C 0.08
2. C -0.29
3. N -0.33
4. N -0.37
5. N -0.12


# 7
The following is a quantum chemistry calculation of an isolated molecule of C5H15N2, from the Open Molecules 2025 dataset.

The total energy comes out at -308.85742 Ha. As for the gap between HOMO and LUMO (spin up / spin down): 3.491 / 10.451 eV.

Structure (ORCA input):
```
! wB97M-V def2-TZVPD RIJCOSX def2/J DEFGRID3
* xyz 0 2
N 0.60 -0.47 1.75
C -0.53 0.32 1.23
C -1.88 -0.07 1.83
C -0.65 0.03 -0.31
N 0.71 -0.06 -0.91
C 0.66 -0.97 -2.11
C 1.32 1.27 -1.16
H 1.25 -0.55 -0.16
H 1.04 -0.02 2.54
H 0.42 -1.47 1.76
H -0.26 1.35 1.44
H -2.68 0.13 1.10
H -1.90 -1.12 2.06
H -2.21 0.55 2.68
H -1.09 -0.95 -0.37
H -1.18 0.90 -0.68
H -0.19 -0.66 -2.73
H 1.59 -0.85 -2.66
H 0.61 -2.00 -1.70
H 2.23 1.10 -1.71
H 1.51 1.70 -0.17
H 0.62 1.86 -1.74
*
```

natural (NBO) population analysis, charges in e, atoms 1 to 5:
1. N -0.95
2. C -0.10
3. C -0.64
4. C -0.32
5. N -0.53


# 8
The following is a quantum chemistry calculation of a structure of composition C33H38F3N2O2P2PtSi2, from the Open Molecules 2025 dataset.

The total energy comes out at -3220.82490 Ha. As for the gap between HOMO and LUMO: 7.050 eV.

Structure (ORCA input):
```
! wB97M-V def2-TZVPD RIJCOSX def2/J DEFGRID3
* xyz 1 1
Pt -0.27 0.07 0.04
C -0.62 0.93 -3.89
Si -0.67 2.31 -2.63
C 0.24 3.84 -3.23
C -2.43 2.76 -2.18
N 0.15 1.75 -1.19
P 1.46 2.08 -0.34
C 1.43 0.50 0.52
P 1.42 -0.38 2.09
N 0.10 -1.22 1.71
Si -0.67 -2.62 2.43
C -2.42 -2.15 2.93
C 0.30 -3.07 3.98
C -0.62 -4.05 1.23
C 2.90 -1.32 2.39
C 3.54 -1.88 1.29
C 4.64 -2.71 1.47
C 5.09 -2.98 2.75
C 4.44 -2.44 3.86
C 3.35 -1.61 3.68
C 1.19 0.81 3.41
C 2.28 1.42 4.04
C 2.05 2.32 5.07
C 0.75 2.61 5.46
C -0.33 2.01 4.82
C -0.11 1.11 3.79
C 2.92 2.40 -1.30
C 3.28 3.70 -1.66
C 4.36 3.90 -2.52
C 5.06 2.81 -3.01
C 4.70 1.52 -2.66
C 3.63 1.31 -1.81
C 1.25 3.39 0.86
C 2.36 4.03 1.43
C 2.15 5.05 2.34
C 0.86 5.42 2.69
C -0.23 4.77 2.14
C -0.04 3.75 1.22
H -1.31 1.11 -4.72
H -0.91 -0.02 -3.43
H 0.38 0.80 -4.30
H -0.36 4.36 -3.98
H 1.21 3.60 -3.69
H 0.42 4.55 -2.41
H -3.05 2.84 -3.07
H -2.48 3.72 -1.66
H -2.89 2.01 -1.52
H -2.42 -1.81 3.97
H -3.09 -3.01 2.88
H -2.86 -1.35 2.34
H 0.48 -2.20 4.62
H 1.25 -3.55 3.76
H -0.30 -3.76 4.58
H -1.04 -3.80 0.25
H -1.19 -4.90 1.62
H 0.41 -4.38 1.08
H 3.17 -1.68 0.29
H 5.14 -3.14 0.61
H 5.94 -3.63 2.89
H 4.79 -2.67 4.85
H 2.84 -1.20 4.54
H 3.29 1.20 3.74
H 2.88 2.79 5.57
H 0.57 3.31 6.27
H -1.34 2.25 5.13
H -0.94 0.63 3.29
H 2.73 4.55 -1.29
H 4.64 4.90 -2.80
H 5.90 2.97 -3.68
H 5.25 0.67 -3.05
H 3.34 0.30 -1.54
H 3.36 3.74 1.16
H 3.00 5.56 2.78
H 0.71 6.22 3.40
H -1.24 5.07 2.41
H -0.89 3.25 0.77
F -4.82 -1.00 0.57
C -4.02 -1.46 -0.39
F -4.53 -1.10 -1.58
F -3.99 -2.79 -0.32
C -2.61 -0.88 -0.26
O -1.63 -1.51 -0.71
O -2.43 0.25 0.27
*
```

Mulliken population analysis, charges in e, atoms 1 to 5:
1. Pt 1.93
2. C -0.99
3. Si -0.28
4. C -1.12
5. C -0.92